Computed, not measured: a molecular structure, C38H29BrN4O7PTc, with ωB97M-V/def2-TZVPD.

Calculated values
Orbital gap (alpha / beta) ... 6.2 / 6.2 eV
Net charge ... +2
LUMO (alpha / beta) ... -7.869 / -7.875 eV

Last column: Mulliken charge in e.
Cartesian coordinates (Å):
Tc  -0.0276  0.0686  0.2311  -0.1921
Br  -4.9404  -0.8275  0.7438  -0.0720
C  -4.0341  -2.0088  -0.4239  -0.0264
C  -4.7544  -2.9689  -1.1193  -0.6428
C  -4.0562  -3.7788  -2.0010  -0.5461
C  -2.6908  -3.5912  -2.1692  -0.8042
C  -2.0816  -2.6092  -1.4158  1.0727
N  -2.7342  -1.8333  -0.5447  0.1550
C  -0.6175  -2.3133  -1.5882  0.0056
O  -0.0138  -2.5717  -2.5820  -0.5820
O  -0.0382  -1.6970  -0.5230  -0.5544
H  -5.8194  -3.0743  -0.9705  0.4877
H  -4.5785  -4.5472  -2.5559  0.4710
H  -2.1052  -4.1818  -2.8601  0.5526
O  -1.3538  -1.9084  1.9521  -0.7496
N  -1.2366  -0.5108  1.8880  1.1993
C  -1.8612  -0.0128  2.8839  -1.3637
C  -1.8357  1.3467  3.4142  0.4947
C  -2.6313  1.5358  4.5439  -0.7961
C  -2.5988  2.7299  5.2419  -0.8087
C  -1.7314  3.7324  4.8376  -0.8879
C  -0.9276  3.5493  3.7200  -0.7641
C  -0.9866  2.3717  2.9803  0.5541
P  -0.0534  2.2292  1.4336  3.7058
C  -0.7173  3.4843  0.3063  0.1772
C  -1.1078  3.0332  -0.9603  -0.0793
C  -1.3876  3.9632  -1.9672  -0.5009
C  -1.3213  5.3222  -1.6970  -1.0682
C  -0.9777  5.7616  -0.4286  -0.7966
C  -0.6611  4.8418  0.5668  -0.5161
C  1.6099  2.8053  1.8522  0.2843
C  2.1730  2.4388  3.0764  -0.6270
C  3.4786  2.7964  3.3766  -1.0327
C  4.2343  3.5043  2.4497  -0.6757
C  3.6876  3.8489  1.2216  -0.6620
C  2.3778  3.5029  0.9201  -0.6697
H  -1.4668  -2.1663  1.0226  0.3860
H  -2.4307  -0.7363  3.4583  0.4825
H  -3.2702  0.7290  4.8848  0.4968
H  -3.2260  2.8655  6.1127  0.4440
H  -1.6689  4.6563  5.3975  0.4726
H  -0.2365  4.3308  3.4352  0.4094
H  -2.1993  1.1788  -0.5861  0.4102
H  -1.7141  3.6187  -2.9405  0.5570
H  -1.5443  6.0357  -2.4785  0.4591
H  -0.9313  6.8217  -0.2158  0.4777
H  -0.3242  5.2048  1.5283  0.2521
H  1.5866  1.8936  3.8081  0.5702
H  3.9036  2.5333  4.3374  0.4882
H  5.2540  3.7837  2.6830  0.4479
H  4.2836  4.3816  0.4921  0.4865
H  1.9663  3.7650  -0.0472  0.3380
C  1.4532  -1.4861  3.4053  -1.2729
C  2.2252  -0.8498  2.3074  0.1589
N  1.7708  -0.2532  1.2177  0.7365
C  2.8534  0.2285  0.5099  0.5358
C  3.9932  -0.0804  1.1699  -0.2449
N  3.5730  -0.7753  2.2854  0.0566
C  5.4123  0.2934  0.8912  0.4438
O  6.3440  -0.6299  1.2056  -0.4788
O  5.7020  1.3696  0.4812  -0.3856
C  2.5305  0.9420  -0.7367  -0.3152
O  3.2851  1.3290  -1.5670  -0.5594
O  1.1780  1.1519  -0.8277  0.1309
H  0.6163  -2.0519  3.0024  0.2573
H  1.0690  -0.7262  4.0904  0.1886
H  2.0866  -2.1645  3.9748  0.4985
H  4.1687  -1.1156  3.0257  0.3112
H  5.9856  -1.5254  1.2559  0.3529
C  -1.4272  1.6290  -1.2269  -0.8000
C  -1.2358  1.0537  -2.5030  1.7998
C  -0.1561  1.4613  -3.3355  -0.3102
C  -0.0334  0.9445  -4.6018  -1.0986
C  -0.9982  0.0594  -5.0843  -0.4325
C  -2.0950  -0.3135  -4.3055  -0.7907
C  -2.2002  0.1473  -3.0162  -0.2606
H  0.5858  2.1447  -2.9502  0.5534
H  0.8063  1.2267  -5.2227  0.4723
H  -0.9015  -0.3365  -6.0881  0.4635
H  -2.8496  -0.9730  -4.7110  0.4884
H  -3.0471  -0.1258  -2.4065  0.5807

***

Computed, not measured: a molecular structure, C38H29BrN5O4Ti at a distorted geometry, with ωB97M-V/def2-TZVPD.

Calculated values
Orbital gap (alpha / beta) ... 4.0 / 6.7 eV
Multiplicity ... 3
Expectation value of S² ... 2.021
Net charge ... -1
LUMO (alpha / beta) ... 2.543 / 2.542 eV
Energy above the lowest of the compared OMol25 structures with the same formula, charge and spin ... 72.7 kJ/mol

Last column: Mulliken charge in e.
Cartesian coordinates (Å):
Ti  0.5677  -0.2046  0.9917  -1.0439
C  -3.9855  -5.2756  0.4674  -1.5900
C  -3.3716  -3.8987  0.5376  0.5086
C  -3.5100  -2.9939  -0.5126  -1.0331
C  -2.8934  -1.7516  -0.4533  0.1338
C  -2.1364  -1.3528  0.6454  -0.5071
N  -1.5287  -0.0864  0.7400  0.6308
C  -2.3174  1.0126  0.6934  1.2051
C  -3.7386  0.9670  0.6456  -0.9096
C  -4.5339  2.0913  0.6320  -1.3243
C  -3.9956  3.3740  0.6935  0.2856
C  -4.8614  4.6090  0.7536  -1.5959
C  -2.6173  3.4506  0.7833  -0.3900
C  -1.7890  2.3319  0.7609  0.2766
N  -0.3715  2.6046  0.8792  0.8912
C  0.2039  3.7545  0.5055  -0.1402
C  1.4538  3.8198  1.0743  -1.4361
C  1.5602  2.6221  1.7845  -0.0276
N  0.4704  1.8782  1.6651  -0.6729
C  -1.9694  -2.2836  1.6900  0.3702
C  -2.5926  -3.5320  1.6241  -0.5318
N  -1.1589  -1.9894  2.7871  0.1317
C  -1.2581  -2.5239  4.0604  -0.2988
C  -0.2296  -1.9893  4.8013  -1.2548
C  0.4785  -1.1446  3.9513  -0.3753
N  -0.0654  -1.1323  2.6984  0.9217
H  -4.8354  -5.2912  -0.2166  0.3832
H  -4.3309  -5.6073  1.4482  0.3649
H  -3.2605  -6.0117  0.1089  0.2643
H  -4.1007  -3.2628  -1.3825  0.3375
H  -3.0013  -1.0493  -1.2725  0.5743
H  -4.2137  -0.0028  0.6273  0.3203
H  -5.6125  1.9671  0.5939  0.3465
H  -5.8120  4.4462  0.2423  0.3808
H  -4.3716  5.4631  0.2812  0.3624
H  -5.0919  4.8953  1.7849  0.2849
H  -2.1638  4.4281  0.9067  0.5786
H  -0.2959  4.4327  -0.1643  0.4732
H  2.1900  4.5968  0.9600  0.4275
H  2.4008  2.2637  2.3512  0.3414
H  -2.4272  -4.2439  2.4252  0.4552
H  -2.0727  -3.1700  4.3351  0.4505
H  -0.0252  -2.1802  5.8426  0.4005
H  1.3578  -0.5598  4.1553  0.3541
Br  0.5904  -2.7047  -0.3578  -0.1056
C  2.4360  -3.0330  -0.0717  1.0431
C  2.9474  -4.1557  -0.6428  -0.8960
C  4.3159  -4.4554  -0.4636  -0.5777
C  5.0928  -3.6250  0.2847  -0.8717
C  4.5493  -2.4690  0.9023  0.9185
C  5.3682  -1.6517  1.7208  -0.9367
C  4.8132  -0.6019  2.3804  -1.3200
C  3.4382  -0.3006  2.2089  -0.2520
C  2.5703  -0.9779  1.3715  0.9813
C  3.1761  -2.1262  0.7363  0.0775
H  2.3109  -4.8049  -1.2297  0.3957
H  4.7349  -5.3443  -0.9196  0.3713
H  6.1458  -3.8424  0.4321  0.3227
H  6.4218  -1.8905  1.8221  0.3273
H  5.4247  0.0161  3.0312  0.3921
H  3.0592  0.5207  2.8103  0.0367
O  2.3586  -0.5212  -1.9686  -0.6052
C  1.5619  0.3750  -1.7909  0.2698
O  0.8859  0.6036  -0.7000  0.3601
C  1.3080  1.3665  -2.9084  -0.2719
C  0.3250  2.3333  -2.7905  -0.4479
C  0.0903  3.2682  -3.8086  -1.1833
C  0.8849  3.1743  -4.9205  1.0789
O  0.8658  3.9644  -6.0396  -0.5314
C  1.8602  3.4301  -6.9187  -0.2499
O  2.4893  2.3348  -6.2599  -0.5246
C  1.8547  2.2034  -5.0445  1.1058
C  2.0964  1.2825  -4.0616  -1.1322
H  -0.2762  2.3412  -1.8898  0.4400
H  -0.6797  4.0249  -3.7284  0.4401
H  2.5991  4.2005  -7.1377  0.2413
H  1.3848  3.0815  -7.8361  0.2443
H  2.8523  0.5125  -4.1383  0.5355

***

Computed, not measured: a molecular structure, C38H29N3O5P2S2Ti, with ωB97M-V/def2-TZVPD.

Calculated values
Orbital gap ... 7.3 eV
LUMO ... -0.784 eV
Energy above the lowest of the compared OMol25 structures with the same formula, charge and spin ... 0.0 kJ/mol

Last column: Mulliken charge in e.
Cartesian coordinates (Å):
Ti  0.4849  -1.0287  0.5618  -1.0428
O  -0.0093  0.3480  6.5211  -0.5724
C  0.0929  0.1366  5.1952  0.7277
C  1.0475  0.7858  4.4066  -0.5350
C  1.0651  0.4837  3.0613  -0.0527
N  0.2014  -0.3667  2.5448  1.0202
C  -0.7093  -0.9930  3.2766  0.5421
C  -0.8054  -0.7763  4.6273  -0.8321
C  -1.5478  -1.9192  2.4178  -0.0739
O  -2.4619  -2.5661  2.8437  -0.6789
O  -1.1428  -1.8662  1.1511  0.1667
C  2.0283  0.9915  2.0026  -0.1599
O  2.8732  1.8161  2.2282  -0.6906
O  1.7793  0.4203  0.8371  0.4136
H  0.6851  0.9454  6.8169  0.3244
H  1.7670  1.4846  4.8138  0.5602
H  -1.5431  -1.2905  5.2260  0.6635
S  1.9277  -2.3892  2.0279  -0.5067
C  2.3113  -3.4199  0.7165  0.9559
S  1.4629  -2.8709  -0.6835  -0.4582
C  3.1594  -4.4869  0.7248  0.8646
C  3.3962  -5.2296  -0.4719  0.0248
N  3.5876  -5.8126  -1.4454  -0.5360
C  3.8327  -4.8704  1.9240  -0.2607
N  4.3679  -5.1820  2.8936  -0.5143
C  -1.6868  1.6480  -2.3095  -0.8143
C  -2.4072  1.3695  -0.9883  -1.0271
P  -1.2308  1.2128  0.4155  2.2422
C  -2.3437  1.2357  1.8604  0.4219
C  -2.0271  1.9800  2.9991  -0.7566
C  -2.8309  1.9195  4.1245  -0.8120
C  -3.9585  1.1069  4.1324  -0.6435
C  -4.2758  0.3573  3.0108  -0.6086
C  -3.4728  0.4215  1.8807  -0.7591
C  -0.5243  2.8995  0.3925  0.4325
C  0.7837  3.0942  -0.0431  0.1506
C  1.2937  4.3788  -0.1871  -0.9706
C  0.5005  5.4767  0.0991  -0.6010
C  -0.8112  5.2931  0.5242  -0.8365
C  -1.3209  4.0152  0.6680  -0.7372
C  -1.1992  0.3765  -2.9925  -1.3216
P  0.1347  -0.6216  -2.1716  1.5019
C  1.6558  -0.0210  -2.9776  0.7412
C  1.7066  0.1547  -4.3635  -0.4802
C  2.8617  0.6154  -4.9710  -0.9165
C  3.9797  0.9114  -4.2011  -0.5398
C  3.9415  0.7351  -2.8279  -0.9997
C  2.7857  0.2654  -2.2171  -0.7791
C  -0.2579  -2.2226  -2.9673  -0.0753
C  -1.4437  -2.8428  -2.5763  -0.3967
C  -1.7869  -4.0836  -3.0831  -0.8115
C  -0.9400  -4.7207  -3.9818  -0.5402
C  0.2464  -4.1157  -4.3634  -0.8150
C  0.5912  -2.8703  -3.8561  -0.0199
H  -0.8606  2.3476  -2.1593  0.2695
H  -2.3811  2.1503  -2.9861  0.5416
H  -2.9972  0.4521  -1.0668  0.6811
H  -3.0937  2.1799  -0.7358  0.6231
H  -1.1441  2.6072  3.0062  0.5001
H  -2.5738  2.5013  5.0006  0.4620
H  -4.5840  1.0531  5.0136  0.4050
H  -5.1368  -0.2968  3.0199  0.4519
H  -3.7136  -0.1988  1.0256  0.2260
H  1.4153  2.2422  -0.2594  0.0741
H  2.3157  4.5155  -0.5143  0.4820
H  0.8992  6.4772  -0.0065  0.3982
H  -1.4365  6.1491  0.7427  0.4306
H  -2.3452  3.8815  0.9945  0.4359
H  -0.8243  0.6147  -3.9873  0.7513
H  -2.0399  -0.3056  -3.1286  0.6571
H  0.8513  -0.0938  -4.9792  0.3854
H  2.8922  0.7378  -6.0457  0.4180
H  4.8822  1.2743  -4.6757  0.4075
H  4.8121  0.9579  -2.2257  0.4801
H  2.7734  0.1243  -1.1453  0.3949
H  -2.0879  -2.3724  -1.8388  0.2257
H  -2.7015  -4.5639  -2.7621  0.4349
H  -1.1991  -5.6972  -4.3688  0.3771
H  0.9227  -4.6218  -5.0391  0.4183
H  1.5408  -2.4282  -4.1254  0.4907

***

no.,E_tot (eV)
1,-141685.74187
2,-148676.99840
3,-117952.90303